Record 1
The molecule C4H3NS at a distorted geometry, computed with ωB97M-V with the def2-TZVPD basis set.

Properties
SMILES	N#CCC=C=S
orbital gap	0.309	Ha
LUMO level	-0.62	eV
2S+1	1
electronic energy	-16519.2008	eV
HOMO energy	-9.020	eV

Atoms and positions in Å:
N -0.481 -0.047 -2.728
C -0.210 0.065 -1.625
C 0.200 0.269 -0.275
C -0.350 -0.829 0.708
C 0.054 -1.819 1.449
S 0.506 -2.891 2.493
H -0.172 1.310 -0.234
H 1.291 0.258 0.015
H -1.519 -1.016 0.651

***

Record 2
C26H25NPt as an isolated structure at a distorted geometry, computed with ωB97M-V with the def2-TZVPD basis set.

Properties
net charge	+2
orbital gap (alpha / beta)	0.205 / 0.197	Ha
LUMO level (alpha / beta)	-9.42 / -9.74	eV
2S+1	1
electronic energy	-32085.8191	eV
HOMO energy (alpha / beta)	-14.993 / -15.109	eV

Atoms and positions in Å:
Pt -0.173 0.242 -0.026
C 0.803 0.652 3.987
C 0.136 -0.311 3.073
C -0.939 0.079 2.244
C -1.662 -0.883 1.474
C -3.038 -0.536 0.992
C -1.167 -2.203 1.455
C -0.069 -2.585 2.231
C 0.438 -3.981 2.233
C 0.553 -1.639 3.050
H 0.564 0.387 5.021
H 0.483 1.677 3.815
H 1.889 0.583 3.894
H -1.406 1.044 2.430
H -3.739 -0.729 1.808
H -3.354 -1.140 0.146
H -3.119 0.525 0.744
H -1.694 -2.958 0.891
H 0.445 -4.383 3.246
H 1.475 -4.000 1.894
H -0.159 -4.634 1.605
H 1.350 -1.948 3.709
C 0.004 -3.838 -2.060
C -0.612 -3.528 -3.267
C -0.799 -2.197 -3.591
C -0.442 -1.213 -2.668
N 0.040 -1.537 -1.456
C 0.315 -2.811 -1.185
C -0.485 0.216 -2.965
C -0.088 0.671 -4.224
C 0.055 2.025 -4.463
C -0.210 2.943 -3.454
C -0.661 2.506 -2.218
C -0.731 1.144 -1.933
H 0.267 -4.854 -1.814
H -0.910 -4.309 -3.951
H -1.210 -1.903 -4.544
H 0.823 -3.024 -0.256
H 0.170 -0.042 -4.994
H 0.343 2.374 -5.445
H -0.093 4.001 -3.629
H -0.949 3.255 -1.495
C 2.036 4.406 1.057
C 2.883 3.331 0.816
C 2.365 2.053 0.645
C 0.989 1.875 0.651
C 0.134 2.965 0.866
C 0.660 4.234 1.039
H 2.448 5.380 1.286
H 3.950 3.481 0.775
H 3.039 1.218 0.501
H -0.946 2.848 0.877
H -0.004 5.071 1.188

***

Record 3
C23H37GeNO2PS3SiTc as an isolated structure at a distorted geometry, computed with ωB97M-V with the def2-TZVPD basis set.

Properties
net charge	-1
orbital gap (alpha / beta)	0.172 / 0.219	Ha
⟨S²⟩	0.7937
LUMO level (alpha / beta)	2.51 / 2.51	eV
2S+1	2
electronic energy	-138424.6140	eV
HOMO energy (alpha / beta)	-2.171 / -3.451	eV

Atoms and positions in Å:
Tc -0.043 -0.605 -0.384
C 0.368 1.226 -6.542
C 1.119 1.778 -5.347
O 1.267 0.715 -4.318
P 1.386 1.026 -2.748
S 1.724 -0.852 -2.031
S -0.234 1.620 -1.805
O 2.636 2.004 -2.800
C 3.339 2.602 -1.603
C 4.755 2.518 -2.027
H -0.056 2.084 -7.093
H -0.499 0.645 -6.218
H 1.035 0.594 -7.161
H 0.613 2.671 -4.902
H 2.118 2.145 -5.667
H 3.051 2.012 -0.742
H 3.004 3.650 -1.441
H 5.036 1.481 -2.150
H 5.412 3.051 -1.299
H 4.785 2.952 -3.031
C -1.586 3.196 3.427
Si 0.227 3.201 3.905
C 0.610 2.836 5.698
C 1.108 4.697 3.248
C 1.152 1.909 2.889
C 2.495 1.742 3.201
C 3.258 0.700 2.605
C 2.628 -0.132 1.739
N 1.390 0.139 1.275
C 0.588 1.022 1.936
S -1.026 0.906 1.271
H -2.228 3.756 4.079
H -2.023 2.193 3.340
H -1.620 3.646 2.454
H -0.268 2.351 6.117
H 0.863 3.766 6.223
H 1.474 2.165 5.801
H 0.717 5.683 3.398
H 1.183 4.577 2.137
H 2.150 4.726 3.678
H 3.025 2.281 3.990
H 4.303 0.553 2.841
H 3.158 -0.914 1.163
C -2.768 -2.818 1.787
Ge -1.024 -3.655 1.384
C -0.197 -4.462 2.980
C -1.455 -5.167 0.163
C 0.208 -2.244 0.432
H -2.847 -2.842 2.898
H -3.632 -3.337 1.390
H -2.702 -1.807 1.427
H -1.038 -4.904 3.530
H 0.207 -3.675 3.575
H 0.587 -5.195 2.839
H -0.580 -5.838 0.208
H -1.550 -4.874 -0.924
H -2.348 -5.685 0.425
H 1.161 -2.734 0.590
C -1.368 -1.292 -1.434
C -2.520 -1.958 -1.879
C -2.450 -3.068 -2.805
C -3.638 -3.402 -3.447
C -4.915 -2.862 -3.131
C -4.956 -1.935 -2.095
C -3.810 -1.438 -1.561
H -1.509 -3.658 -3.041
H -3.686 -4.237 -4.102
H -5.807 -3.124 -3.680
H -5.912 -1.596 -1.678
H -3.845 -0.507 -0.956

***

Record 4
C35H20ClIN6O9SSeTi as an isolated structure at a distorted geometry, computed with ωB97M-V with the def2-TZVPD basis set.

Properties
net charge	-1
orbital gap (alpha / beta)	0.152 / 0.273	Ha
⟨S²⟩	0.7975
LUMO level (alpha / beta)	1.64 / 1.68	eV
2S+1	2
electronic energy	-183916.2863	eV
HOMO energy (alpha / beta)	-2.507 / -5.749	eV

Atoms and positions in Å:
Ti 0.393 -0.104 0.499
O -5.760 0.260 0.746
C -4.429 0.040 0.695
C -3.680 -0.218 1.842
C -2.327 -0.417 1.704
N -1.718 -0.347 0.522
C -2.437 -0.142 -0.580
C -3.798 0.051 -0.547
C -1.545 -0.210 -1.805
O -2.016 -0.243 -2.927
O -0.314 -0.281 -1.461
C -1.349 -0.788 2.809
O -1.736 -0.887 3.957
O -0.182 -0.994 2.326
H -6.057 0.179 1.659
H -4.120 -0.249 2.831
H -4.354 0.202 -1.462
Se 2.477 3.315 7.231
N 3.288 2.169 6.114
C 2.470 1.984 5.097
C 2.757 1.114 3.988
C 3.935 0.375 3.918
C 4.143 -0.468 2.850
C 3.157 -0.566 1.863
N 2.039 0.130 1.884
C 1.809 0.987 2.930
C 0.615 1.739 2.943
N -0.230 1.637 1.870
C -1.336 2.350 1.871
C -1.737 3.170 2.928
C -0.915 3.272 4.032
C 0.292 2.583 4.051
C 1.221 2.705 5.141
N 1.020 3.470 6.195
H 4.656 0.483 4.719
H 5.043 -1.059 2.764
H 3.302 -1.254 1.045
H -1.945 2.292 0.978
H -2.671 3.712 2.869
H -1.174 3.883 4.887
Cl 1.349 3.550 -5.671
C 1.304 2.928 -4.048
C 2.455 2.461 -3.485
C 2.435 1.954 -2.183
I 4.236 1.484 -1.232
C 1.271 1.860 -1.429
O 1.263 1.323 -0.217
C 0.087 2.445 -1.996
N -1.024 2.484 -1.227
C -2.122 2.987 -1.728
C -2.227 3.479 -3.038
C -1.116 3.470 -3.829
C 0.097 2.957 -3.322
H 3.383 2.497 -4.037
H -2.986 3.011 -1.067
H -3.175 3.854 -3.401
H -1.145 3.854 -4.839
C -0.800 -6.665 -4.081
C -0.161 -5.544 -3.308
C -0.549 -4.221 -3.498
C 0.065 -3.186 -2.809
C 1.082 -3.479 -1.916
C 1.486 -4.790 -1.711
C 0.862 -5.814 -2.401
S 1.922 -2.195 -1.007
O 2.150 -1.085 -1.883
O 3.105 -2.807 -0.451
O 0.949 -1.836 0.114
H -1.775 -6.374 -4.471
H -0.920 -7.550 -3.456
H -0.171 -6.948 -4.928
H -1.347 -3.994 -4.194
H -0.236 -2.158 -2.971
H 2.293 -4.981 -1.016
H 1.173 -6.840 -2.239

***

Record 5
A 3-piece molecular cluster, CH8N2O3 overall at a distorted geometry, computed with ωB97M-V with the def2-TZVPD basis set.

Properties
SMILES	NC(N)=O.O.O
orbital gap	0.390	Ha
LUMO level	0.80	eV
2S+1	1
electronic energy	-10290.1337	eV
HOMO energy	-9.811	eV

Atoms and positions in Å:
N 3.308 1.059 -0.610
C 2.217 0.695 0.170
N 2.044 -0.619 0.483
O 1.408 1.539 0.516
H 4.166 0.524 -0.495
H 3.437 2.057 -0.585
H 1.110 -0.932 0.673
H 2.656 -1.352 0.177
O -5.924 -0.750 -3.804
H -5.085 -0.540 -4.223
H -5.948 -0.662 -2.852
O -0.936 -0.524 3.233
H -1.791 -0.082 3.167
H -0.661 -0.413 4.149

***

Record 6
An isolated ion of composition CO4S3 and charge -2 at a distorted geometry, computed with ωB97M-V with the def2-TZVPD basis set.

Properties
net charge	-2
SMILES	O=C([S-])OS(=O)(=O)[S-]
orbital gap	0.235	Ha
LUMO level	5.68	eV
2S+1	1
electronic energy	-41733.1585	eV
HOMO energy	-0.717	eV

Atoms and positions in Å:
O 1.577 -1.084 -0.072
C 1.547 0.113 -0.136
S 2.863 1.101 -0.240
O 0.216 0.801 -0.017
S -1.162 -0.155 0.120
O -1.322 -1.189 -0.912
O -1.156 -0.767 1.490
S -2.563 1.180 -0.234